ORCA calculation (ωB97M-V/def2-TZVPD) on a 8-piece molecular cluster, C32H82N4O9P overall at a distorted geometry.

Atoms and positions in Å:
N  0.66174  5.69972  -3.34310
P  0.78868  4.17800  -3.82533
C  2.07148  3.23353  -2.79615
C  1.44098  1.77992  -2.62173
N  2.20878  1.37093  -1.39111
C  1.61521  0.07920  -0.95985
O  0.30121  0.20829  -0.39471
O  -0.60770  -0.58509  -1.11824
C  1.97733  2.50116  -0.57615
N  1.64590  2.59132  0.67721
N  2.24546  3.68753  -1.38376
H  -0.31183  5.80035  -3.03982
H  -0.41952  3.42445  -3.70760
H  1.19838  4.08091  -5.20170
H  3.06958  3.23328  -3.28042
H  0.43162  2.05049  -2.21801
H  1.45955  1.09828  -3.48766
H  2.29321  -0.46875  -0.26692
H  1.50968  -0.54759  -1.87527
H  -0.87860  -0.08314  -1.90720
H  1.00930  1.97885  1.17941
H  2.06743  3.35334  1.20802
H  3.25394  3.78699  -1.21296
C  -2.04038  4.72992  4.46258
C  -0.84275  3.85109  4.15127
O  -0.15079  4.22752  2.96443
C  0.39172  5.54267  2.94328
C  1.40613  5.80139  4.04366
H  -2.74674  4.72346  3.62947
H  -2.55128  4.37319  5.35759
H  -1.75112  5.76735  4.63573
H  -1.18703  2.82719  3.99361
H  -0.15056  3.81699  4.99822
H  -0.41337  6.28281  2.96913
H  0.88279  5.65683  1.97245
H  0.96610  5.70759  5.03627
H  1.81400  6.80902  3.95357
H  2.22922  5.08481  3.98315
C  -4.15657  -4.72077  0.41112
C  -3.02186  -5.68237  0.10447
O  -2.37273  -5.42097  -1.13093
C  -1.76873  -4.14772  -1.26170
C  -0.69072  -3.87497  -0.22738
H  -4.90169  -4.74230  -0.38779
H  -4.64154  -4.99095  1.35061
H  -3.80590  -3.69120  0.50136
H  -3.42419  -6.69361  0.03063
H  -2.29178  -5.70016  0.92037
H  -2.53331  -3.36265  -1.24750
H  -1.32027  -4.12248  -2.25762
H  -1.08734  -3.88187  0.78900
H  -0.23685  -2.89920  -0.40207
H  0.08905  -4.63849  -0.27929
C  4.51420  6.90328  8.92335
C  4.25959  5.79782  7.91348
O  3.85662  6.27237  6.63737
C  4.77261  7.12277  5.96654
C  6.11996  6.47589  5.69553
H  3.62166  7.52119  9.04571
H  4.78255  6.47809  9.89185
H  5.32648  7.56172  8.61214
H  3.44527  5.16840  8.27616
H  5.13425  5.14637  7.81690
H  4.89185  8.06050  6.51868
H  4.30643  7.38367  5.01393
H  6.63443  6.20050  6.61709
H  6.76538  7.16221  5.14483
H  5.99405  5.56481  5.10602
C  4.56151  -7.36286  -2.72402
C  4.12085  -8.26490  -1.58428
O  3.50970  -7.57094  -0.50708
C  2.33519  -6.84282  -0.81749
C  1.21073  -7.70265  -1.36896
H  5.25649  -6.60111  -2.36105
H  5.05585  -7.94634  -3.50284
H  3.71819  -6.84260  -3.18249
H  4.99783  -8.76268  -1.16810
H  3.45918  -9.05795  -1.94712
H  2.57128  -6.01791  -1.50033
H  2.00289  -6.38419  0.11664
H  1.48641  -8.18216  -2.30945
H  0.32167  -7.09464  -1.55124
H  0.95412  -8.49328  -0.66118
C  7.20710  -8.06137  -8.17827
C  6.07400  -8.21355  -7.17824
O  6.23241  -7.42073  -6.01166
C  6.30572  -6.01897  -6.21163
C  5.07008  -5.43548  -6.87547
H  8.16304  -8.31135  -7.71241
H  7.04983  -8.72104  -9.03331
H  7.28506  -7.04035  -8.55518
H  6.03791  -9.25018  -6.83997
H  5.10652  -8.00794  -7.64804
H  7.21105  -5.76378  -6.77239
H  6.41957  -5.57110  -5.22224
H  4.91048  -5.84406  -7.87435
H  5.16644  -4.35200  -6.96876
H  4.17889  -5.65841  -6.28436
C  -8.79593  -2.63414  -4.43072
C  -7.66001  -2.37772  -3.45537
O  -7.62458  -3.28796  -2.36937
C  -7.46445  -4.65719  -2.70531
C  -6.17907  -4.95032  -3.45950
H  -9.75747  -2.59935  -3.91367
H  -8.79482  -1.88173  -5.22160
H  -8.71496  -3.61409  -4.90318
H  -7.78634  -1.38576  -3.01799
H  -6.69445  -2.36685  -3.97292
H  -8.33759  -5.01494  -3.26070
H  -7.45372  -5.20754  -1.76255
H  -6.13866  -4.42949  -4.41772
H  -6.09011  -6.01984  -3.65657
H  -5.31350  -4.62886  -2.87539
C  -7.43119  7.56329  5.32056
C  -5.97777  7.16544  5.51088
O  -5.43947  6.43247  4.42099
C  -5.43541  7.08833  3.16394
C  -4.63524  8.37951  3.15198
H  -8.05014  6.67864  5.15410
H  -7.79955  8.08874  6.20325
H  -7.56533  8.22163  4.46093
H  -5.90065  6.51515  6.38368
H  -5.35624  8.04171  5.72246
H  -6.46183  7.25974  2.82343
H  -4.98886  6.38778  2.45498
H  -5.04375  9.12050  3.84042
H  -4.63619  8.81628  2.15181
H  -3.60142  8.19024  3.45022

Output
- Frontier orbital gap: 6.6 eV
- F_max: 3.9 eV Å⁻¹
- Charge: +1
- Highest occupied orbital energy: -10.88 eV
- Total energy: -68175.248 eV
- LUMO: -0.157 Eh

Mulliken atomic charge list, values in e, 99 entries: -0.64, 0.16, 0.00, -1.12, 0.01, -0.57, -0.25, -0.28, 0.55, -0.10, -0.45, 0.24, 0.10, 0.13, 0.48, 0.48, 0.36, 0.29, 0.43, 0.30, 0.24, 0.21, 0.38, -0.93, -0.53, -0.32, -0.60, -0.76, 0.26, 0.45, 0.24, 0.34, 0.33, 0.25, 0.39, 0.20, 0.42, 0.25, -0.84, -0.37, -0.43, -0.40, -0.21, 0.06, 0.42, 0.25, 0.38, 0.30, 0.26, 0.42, 0.31, -0.12, -0.02, -1.04, -0.37, -0.32, -0.25, -1.10, 0.29, 0.38, 0.27, 0.32, 0.31, 0.30, 0.27, 0.26, 0.39, 0.29, -0.74, -0.57, -0.45, -0.27, -0.88, 0.28, 0.34, 0.20, 0.37, 0.33, 0.28, 0.26, 0.28, 0.26, 0.29, -1.04, -0.36, -0.38, -0.37, -1.03, 0.30, 0.38, 0.26, 0.33, 0.32, 0.32, 0.35, 0.27, 0.39, 0.26, -1.01